Computed, not measured: a 18-piece molecular cluster, C58H160N28O26 overall in a non-equilibrium geometry, with ωB97M-V/def2-TZVPD.

```
272
Properties=species:S:1:pos:R:3
C -25.44 0.62 23.67
O -26.08 0.76 24.70
N -25.43 1.51 22.62
N -24.46 -0.35 23.51
H -25.22 1.06 21.78
H -26.31 2.02 22.59
H -24.12 -0.49 22.59
H -24.32 -1.10 24.20
C -22.53 -9.25 24.18
O -22.26 -8.93 25.36
N -23.73 -8.76 23.68
N -21.71 -9.87 23.25
H -24.51 -8.37 24.26
H -23.95 -8.83 22.69
H -22.08 -10.07 22.37
H -20.76 -10.14 23.51
C -23.03 -0.88 20.31
O -24.18 -0.64 20.70
N -21.95 -0.23 20.89
N -22.76 -1.79 19.31
H -22.17 0.62 21.39
H -21.02 -0.35 20.59
H -21.89 -2.25 19.20
H -23.65 -2.27 19.18
C -18.81 0.35 21.80
O -18.88 0.27 20.58
N -19.43 1.41 22.40
N -18.06 -0.52 22.51
H -19.77 1.42 23.37
H -19.88 1.91 21.66
H -17.61 -1.24 21.96
H -18.24 -0.68 23.52
C -18.98 -2.75 19.78
O -20.15 -2.42 20.10
N -18.21 -3.47 20.68
N -18.50 -2.45 18.58
H -18.78 -3.87 21.39
H -17.51 -4.08 20.37
H -19.13 -2.10 17.87
H -17.60 -2.85 18.37
C -22.47 -6.12 27.16
O -22.52 -5.02 27.75
N -21.30 -6.79 26.93
N -23.56 -6.53 26.40
H -20.54 -6.49 27.50
H -21.29 -7.73 26.64
H -23.38 -7.49 25.98
H -24.48 -6.13 26.59
C -16.16 -5.44 18.55
O -16.32 -4.65 17.63
N -15.12 -5.28 19.50
N -16.94 -6.53 18.70
H -14.87 -6.11 20.00
H -14.34 -4.79 19.05
H -16.98 -7.09 19.53
H -17.70 -6.42 18.09
C -24.51 -2.43 26.49
O -23.97 -2.71 25.43
N -24.61 -3.33 27.51
N -25.12 -1.26 26.66
H -25.01 -3.02 28.38
H -23.92 -4.04 27.56
H -25.32 -0.83 25.80
H -25.77 -1.14 27.36
C -17.11 -7.00 22.45
O -16.49 -7.66 21.65
N -18.16 -7.48 23.22
N -16.71 -5.72 22.73
H -18.53 -8.40 23.19
H -18.73 -6.84 23.79
H -16.90 -5.17 23.55
H -15.95 -5.44 22.10
C -20.89 -4.21 23.07
O -19.96 -4.85 22.52
N -21.18 -2.96 22.73
N -21.68 -4.74 24.06
H -22.10 -2.61 22.93
H -20.83 -2.50 21.85
H -22.24 -4.07 24.55
H -21.33 -5.45 24.64
C -16.74 -6.15 25.91
O -17.29 -4.93 25.35
C -18.47 -4.42 25.92
C -18.74 -3.09 25.19
N -17.72 -2.00 25.14
C -17.20 -1.54 26.42
C -16.03 -0.54 26.16
O -14.84 -1.23 25.78
C -14.42 -2.30 26.62
H -17.34 -6.99 25.61
H -16.60 -6.06 26.95
H -15.71 -6.23 25.49
H -18.42 -4.33 27.02
H -19.39 -4.98 25.74
H -19.66 -2.64 25.62
H -18.97 -3.44 24.16
H -17.01 -2.21 24.43
H -16.86 -2.38 27.07
H -18.00 -1.06 27.04
H -15.87 0.09 27.08
H -16.36 0.16 25.38
H -14.92 -3.22 26.46
H -14.52 -2.11 27.68
H -13.34 -2.42 26.48
C -23.65 -12.32 25.08
O -22.46 -13.12 24.90
C -21.79 -13.58 26.07
C -20.84 -12.56 26.57
N -19.85 -12.28 25.50
C -18.99 -11.15 25.74
C -18.12 -11.01 24.46
O -18.87 -10.61 23.40
C -18.10 -10.57 22.18
H -24.34 -12.84 25.74
H -24.15 -12.35 24.11
H -23.50 -11.29 25.37
H -21.19 -14.53 25.82
H -22.52 -13.83 26.83
H -20.47 -12.87 27.57
H -21.46 -11.72 26.90
H -20.33 -12.13 24.63
H -18.40 -11.44 26.59
H -19.51 -10.20 25.83
H -17.60 -11.97 24.18
H -17.35 -10.27 24.67
H -18.54 -9.81 21.50
H -18.16 -11.56 21.66
H -17.06 -10.26 22.35
C -30.68 -4.32 24.34
O -29.26 -4.16 24.23
C -28.85 -3.23 23.20
C -27.32 -2.93 23.12
N -26.58 -3.90 22.28
C -25.12 -3.52 22.04
C -24.52 -4.47 21.02
O -25.27 -4.23 19.79
C -24.85 -4.99 18.66
H -30.84 -5.22 24.97
H -31.29 -4.51 23.45
H -31.02 -3.48 24.88
H -29.36 -2.33 23.47
H -29.26 -3.58 22.27
H -26.76 -2.89 24.11
H -27.19 -1.91 22.71
H -26.98 -4.00 21.35
H -24.63 -3.68 23.01
H -25.07 -2.47 21.65
H -24.56 -5.56 21.30
H -23.43 -4.36 20.88
H -25.63 -4.99 17.95
H -24.62 -6.06 18.93
H -23.95 -4.53 18.26
C -25.91 -6.37 24.10
O -25.74 -7.53 24.97
C -26.96 -8.13 25.39
C -27.65 -7.26 26.45
N -26.80 -6.73 27.51
C -26.32 -7.64 28.48
C -25.43 -6.87 29.47
O -26.22 -6.20 30.42
C -25.37 -5.37 31.14
H -26.09 -5.46 24.62
H -26.74 -6.54 23.39
H -25.06 -6.19 23.47
H -26.62 -9.13 25.72
H -27.68 -8.19 24.55
H -28.46 -7.90 26.81
H -28.04 -6.38 25.93
H -27.38 -5.95 27.92
H -25.55 -8.27 27.97
H -27.01 -8.30 28.94
H -24.90 -6.06 28.82
H -24.68 -7.54 29.96
H -24.69 -5.95 31.72
H -25.99 -4.76 31.83
H -24.74 -4.73 30.50
C -21.35 3.47 28.50
O -21.10 3.82 27.15
C -22.11 3.35 26.29
C -22.05 1.88 25.94
N -20.70 1.38 25.64
C -20.79 -0.11 25.51
C -21.42 -0.90 26.69
O -20.52 -0.82 27.72
C -21.05 -1.39 28.94
H -21.19 2.42 28.77
H -22.36 3.75 28.87
H -20.58 3.99 29.01
H -22.06 3.89 25.40
H -23.12 3.63 26.64
H -22.79 1.68 25.13
H -22.49 1.30 26.78
H -20.19 1.64 26.45
H -19.76 -0.46 25.38
H -21.34 -0.18 24.57
H -21.57 -1.98 26.45
H -22.39 -0.49 26.97
H -21.03 -2.43 28.85
H -22.04 -1.10 29.17
H -20.32 -1.10 29.67
C -17.75 -3.45 30.67
O -17.92 -3.01 31.96
C -17.08 -1.95 32.30
C -16.85 -0.79 31.28
N -18.03 -0.25 30.68
C -17.67 0.84 29.75
C -17.16 2.13 30.32
O -18.13 2.87 31.03
C -17.67 4.04 31.70
H -18.39 -4.37 30.62
H -16.72 -3.74 30.45
H -18.15 -2.81 29.87
H -16.09 -2.35 32.58
H -17.48 -1.51 33.21
H -16.30 -1.23 30.40
H -16.24 0.02 31.77
H -18.66 0.15 31.38
H -18.53 1.05 29.16
H -16.91 0.55 28.96
H -16.75 2.74 29.44
H -16.28 1.89 30.96
H -16.82 3.76 32.38
H -18.49 4.48 32.21
H -17.18 4.74 31.00
C -21.00 3.70 16.83
O -20.33 2.53 16.58
C -20.31 1.73 17.82
C -19.88 0.37 17.47
N -18.61 0.24 16.73
C -17.54 0.95 17.34
C -16.36 0.86 16.49
O -16.68 1.33 15.11
C -17.02 2.72 14.98
H -22.09 3.59 16.77
H -20.70 4.52 16.09
H -20.68 4.05 17.86
H -21.34 1.86 18.26
H -19.65 2.16 18.55
H -20.66 -0.12 16.87
H -19.83 -0.13 18.49
H -18.64 0.48 15.75
H -17.30 0.51 18.28
H -17.74 2.04 17.43
H -16.06 -0.14 16.52
H -15.54 1.46 16.97
H -18.08 2.85 15.19
H -16.90 2.92 13.92
H -16.38 3.37 15.54
C -22.33 -3.16 16.23
O -21.61 -3.86 17.20
C -21.48 -5.26 17.06
C -20.26 -5.67 17.95
N -20.34 -5.86 19.35
C -20.98 -6.98 19.97
C -20.07 -8.19 20.13
O -19.70 -8.69 18.84
C -20.64 -9.71 18.31
H -22.00 -2.15 16.19
H -23.44 -3.08 16.54
H -22.15 -3.73 15.28
H -21.36 -5.51 15.99
H -22.37 -5.74 17.40
H -19.59 -4.81 17.75
H -19.69 -6.51 17.54
H -20.60 -5.00 19.82
H -21.80 -7.47 19.40
H -21.45 -6.72 20.94
H -20.42 -8.96 20.80
H -19.20 -7.90 20.67
H -21.56 -9.19 18.11
H -20.86 -10.44 19.13
H -20.14 -10.20 17.50
```

Its orbital gap is 8.45 eV. The energy relative to the best compared isomer or geometry (same formula, charge and spin) is 0.0 kJ/mol. The largest force on an atom comes out at 3.4 eV/A. As for the total energy: -157698.84139 eV.

These are the Mulliken partial charges, in e, on atoms 1 to 99: 0.30, -0.73, -0.53, 1.30, 0.22, 0.31, -0.41, -0.70, 0.73, -1.16, -0.01, 0.18, 0.05, 0.15, 0.10, -0.03, -0.65, -0.78, 0.74, 0.30, 0.29, -0.62, -0.15, 0.15, 0.30, -0.43, -0.31, -0.23, 0.15, 0.25, 0.19, 0.09, -1.49, 2.45, 0.50, 0.08, -0.60, 0.11, 0.04, 0.18, -0.08, -0.82, 0.02, 1.33, 0.22, 0.16, -0.19, -0.61, 0.34, -0.71, -0.34, -0.14, 0.23, 0.26, 0.20, 0.15, -0.19, 0.90, 0.11, -0.17, 0.21, -0.36, -0.32, 0.18, 0.03, -0.74, 0.97, 0.17, -0.08, -0.47, 0.04, 0.22, -0.35, -0.34, 2.15, 0.88, -0.48, -1.61, -0.50, -0.41, -1.16, -0.19, 0.63, -0.13, 0.47, 0.50, -0.49, -0.38, -0.54, 0.29, 0.55, 0.25, 0.55, -0.67, -0.76, -0.20, 0.69, 0.17, -0.71



Computed, not measured: C58H38FeN6O3 as an isolated structure in a non-equilibrium geometry, with ωB97M-V/def2-TZVPD.

```
106
Properties=species:S:1:pos:R:3
Fe -0.04 -0.63 0.07
C -6.20 1.78 -3.68
C -5.62 2.18 -2.48
C -4.58 1.46 -1.93
C -4.08 0.33 -2.58
C -4.66 -0.07 -3.78
C -5.71 0.65 -4.33
C -2.93 -0.40 -1.98
C -1.82 -0.66 -2.71
C -1.49 -0.30 -4.07
C -0.23 -0.75 -4.27
C 0.20 -1.34 -3.02
C 2.18 -0.25 -2.09
C 3.14 0.42 -3.08
C 3.93 -0.35 -3.93
C 4.89 0.23 -4.74
C 5.10 1.60 -4.72
C 4.34 2.38 -3.85
C 3.39 1.80 -3.03
C 2.88 -0.34 -0.75
N 2.12 -0.31 0.32
C 2.95 -0.01 1.38
C 2.44 0.16 2.65
C 3.32 0.73 3.70
C 4.49 0.10 4.12
C 5.29 0.67 5.10
C 4.93 1.88 5.68
C 3.76 2.51 5.27
C 2.96 1.94 4.30
C 1.12 -0.20 3.01
C 0.78 -0.40 4.40
C -0.44 -0.98 4.42
C -0.85 -1.09 3.05
N 0.11 -0.61 2.20
C -2.12 -1.55 2.69
C -2.70 -1.45 1.43
C -4.11 -1.60 1.20
C -4.33 -1.16 -0.06
C -3.06 -0.81 -0.61
N -2.07 -1.01 0.30
C -2.97 -2.10 3.78
C -2.81 -3.42 4.19
C -3.59 -3.94 5.21
C -4.54 -3.15 5.84
C -4.70 -1.83 5.44
C -3.92 -1.31 4.42
C 4.30 0.13 0.91
C 4.26 -0.11 -0.43
N -0.74 -1.31 -2.11
H -7.01 2.35 -4.11
H -5.99 3.07 -1.97
H -4.12 1.78 -1.00
H -4.31 -0.96 -4.27
H -6.16 0.33 -5.26
H -2.11 0.25 -4.76
H 0.37 -0.66 -5.17
H 3.82 -1.42 -3.95
H 5.49 -0.39 -5.40
H 5.85 2.06 -5.35
H 4.50 3.45 -3.80
H 2.86 2.41 -2.33
H 4.77 -0.85 3.69
H 6.19 0.17 5.42
H 5.55 2.33 6.44
H 3.47 3.45 5.72
H 2.05 2.42 3.98
H 1.42 -0.17 5.23
H -1.01 -1.31 5.27
H -4.83 -1.96 1.92
H -5.27 -1.11 -0.59
H -2.06 -4.03 3.70
H -3.45 -4.97 5.52
H -5.15 -3.56 6.63
H -5.44 -1.20 5.93
H -4.05 -0.28 4.10
H 5.16 0.37 1.50
H 5.08 -0.11 -1.13
O 0.33 3.99 -2.95
C -0.52 4.30 -1.96
C -1.12 5.56 -1.99
C -2.02 5.93 -1.01
C -2.34 5.06 0.03
C -1.74 3.81 0.07
C -0.83 3.41 -0.91
C -0.24 2.06 -0.82
O -0.63 1.27 0.08
N 0.70 1.73 -1.73
N 0.97 0.46 -1.63
C 1.62 -1.63 -2.67
C 1.85 -2.89 -1.86
C 2.65 -3.85 -2.47
C 2.91 -5.10 -1.92
C 2.34 -5.40 -0.69
C 1.54 -4.48 -0.05
C 1.26 -3.20 -0.59
O 0.50 -2.43 0.13
H 0.63 3.06 -2.79
H -0.87 6.23 -2.80
H -2.48 6.91 -1.05
H -3.05 5.35 0.80
H -1.96 3.11 0.86
H 2.12 -1.79 -3.62
H 3.08 -3.61 -3.44
H 3.54 -5.81 -2.44
H 2.52 -6.36 -0.23
H 1.09 -4.70 0.91
```

Its orbital gap (alpha / beta) is 4.76 / 4.77 eV. The energy relative to the best compared isomer or geometry (same formula, charge and spin) is 205.1 kJ/mol. As for the net charge: -1. The spin multiplicity is 2. The largest force on an atom comes out at 2.4 eV/A. As for the total energy: -110233.62570 eV.

These are the Mulliken partial charges, in e, on atoms 1 to 99: 1.94, -0.36, -0.97, -0.03, -0.23, -0.27, -0.88, 1.58, -0.22, -0.98, -1.47, -0.34, 2.35, -0.29, -0.06, -0.98, -0.47, -1.10, 0.06, -0.43, 0.57, -0.69, 1.43, -0.26, -0.22, -0.79, -0.34, -0.88, 0.04, 0.24, -1.45, -1.96, 0.11, 0.67, 1.68, -0.12, -1.53, -1.51, 0.03, 0.89, -0.91, 0.14, -0.83, -0.39, -0.89, 0.43, -1.15, -1.45, -0.26, 0.39, 0.39, 0.53, 0.54, 0.38, 0.60, 0.51, 0.46, 0.44, 0.38, 0.41, 0.59, 0.52, 0.36, 0.38, 0.38, 0.49, 0.46, 0.44, 0.53, 0.56, 0.53, 0.38, 0.37, 0.38, 0.45, 0.59, 0.64, -0.74, 0.43, -0.69, -0.36, -0.98, -0.41, 0.12, 0.29, -0.71, -1.80, 0.99, 0.25, 0.63, -0.34, -1.19, -0.57, -1.34, -0.20, 0.12, 0.63, 0.42, 0.37



Computed, not measured: C58H40BrCaCl4N6 as an isolated structure, with ωB97M-V/def2-TZVPD.

```
110
Properties=species:S:1:pos:R:3
Ca 0.38 -0.20 -0.81
Cl 2.75 2.87 8.34
C 2.34 2.35 6.72
C 3.33 1.86 5.89
C 2.99 1.44 4.61
C 1.68 1.51 4.13
C 0.70 2.00 5.00
C 1.02 2.42 6.29
C 1.36 1.02 2.76
C 2.04 1.51 1.67
C 3.18 2.46 1.66
C 3.71 2.44 0.43
C 2.92 1.47 -0.35
C 3.39 0.69 -1.39
C 4.37 1.27 -2.33
C 5.48 0.57 -2.82
C 6.38 1.16 -3.70
C 6.19 2.48 -4.09
Cl 7.31 3.22 -5.21
C 5.12 3.21 -3.61
C 4.22 2.60 -2.74
C 3.08 -0.76 -1.39
N 2.58 -1.33 -0.26
C 2.73 -2.67 -0.37
C 2.53 -3.56 0.76
C 3.20 -4.89 0.59
C 4.58 -4.99 0.40
C 5.20 -6.22 0.24
C 4.42 -7.37 0.24
Cl 5.19 -8.92 0.02
C 3.05 -7.31 0.41
C 2.45 -6.07 0.58
C 1.90 -3.38 1.97
C 2.05 -4.31 3.08
C 1.18 -4.04 4.06
C 0.33 -2.94 3.63
N 0.93 -2.46 2.44
C -0.87 -2.45 4.13
C -1.26 -1.38 3.18
C -1.16 -1.73 1.89
C 0.28 -1.31 1.71
C 0.34 -0.03 2.64
N -0.62 -0.14 3.49
C -1.42 -2.62 5.48
C -0.73 -3.17 6.57
C -1.32 -3.29 7.82
C -2.62 -2.84 8.01
Cl -3.37 -2.98 9.58
C -3.32 -2.27 6.96
C -2.72 -2.17 5.71
C 3.26 -3.00 -1.63
C 3.47 -1.79 -2.29
N 1.83 1.10 0.40
H 4.35 1.79 6.24
H 3.76 1.02 3.97
H -0.32 2.05 4.67
H 0.26 2.80 6.95
H 3.56 3.00 2.52
H 4.60 2.94 0.09
H 5.65 -0.44 -2.50
H 7.23 0.61 -4.06
H 4.98 4.24 -3.92
H 3.37 3.17 -2.39
H 5.17 -4.08 0.40
H 6.27 -6.29 0.11
H 2.47 -8.21 0.39
H 1.38 -6.00 0.71
H 2.77 -5.12 3.09
H 1.04 -4.61 4.96
H -1.46 -2.70 1.53
H 0.81 -1.31 0.78
H 0.30 -3.47 6.47
H -0.77 -3.70 8.65
H -4.33 -1.92 7.12
H -3.27 -1.73 4.89
H 3.47 -3.99 -2.01
H 3.87 -1.66 -3.29
C -3.10 0.24 0.06
N -2.21 0.65 -1.03
C -2.32 2.09 -1.23
C -2.58 -0.06 -2.27
C -2.26 -1.55 -2.22
C -3.23 -2.47 -2.60
C -2.94 -3.83 -2.60
C -1.68 -4.25 -2.19
C -0.73 -3.30 -1.80
C -0.97 -1.92 -1.79
H -4.14 0.55 -0.16
H -2.78 0.69 1.00
H -3.07 -0.84 0.17
H -3.36 2.40 -1.45
H -1.69 2.41 -2.06
H -2.00 2.62 -0.33
H -2.03 0.41 -3.09
H -3.66 0.10 -2.48
H -4.22 -2.13 -2.91
H -3.69 -4.55 -2.89
H -1.44 -5.30 -2.18
H 0.25 -3.68 -1.50
Br 1.65 4.85 -4.25
C 1.35 2.99 -4.17
C 1.61 2.18 -5.26
C 1.39 0.82 -5.13
C 0.93 0.33 -3.92
N 0.69 1.12 -2.87
C 0.90 2.43 -2.99
H 1.98 2.60 -6.18
H 1.59 0.14 -5.95
H 0.75 -0.73 -3.77
H 0.73 3.04 -2.11
```

Its orbital gap is 5.33 eV. The energy relative to the best compared isomer or geometry (same formula, charge and spin) is 542.3 kJ/mol. As for the net charge: -1. The largest force on an atom comes out at 0.9 eV/A. As for the total energy: -208306.36742 eV.

These are the Mulliken partial charges, in e, on atoms 1 to 99: 2.81, -0.26, 0.43, -0.95, -0.42, 0.29, 0.03, -0.97, 0.42, -0.92, -1.46, -1.41, -0.23, 2.09, -0.01, -0.60, -0.95, 0.31, -0.26, -1.27, -0.05, -0.34, -0.09, -0.44, 1.18, -0.50, 0.05, -1.08, 0.35, -0.24, -1.00, 0.13, 0.09, -1.73, -1.52, 1.40, 0.69, 0.01, 0.65, -1.61, 2.22, -0.49, -0.39, -0.07, -0.18, -1.07, 0.45, -0.25, -0.86, -0.27, -1.30, -1.45, 0.65, 0.39, 0.52, 0.39, 0.40, 0.63, 0.57, 0.59, 0.42, 0.39, 0.83, 0.49, 0.41, 0.40, 0.50, 0.56, 0.46, 0.31, -0.55, 0.39, 0.39, 0.39, 0.40, 0.64, 0.78, -1.37, 0.70, -1.25, -1.25, 0.61, -0.69, -0.64, -0.83, -0.92, 0.64, 0.39, 0.38, 0.38, 0.39, 0.27, 0.30, 0.34, 0.38, 0.36, 0.34, 0.44, 0.30